30
Properties=species:S:1:pos:R:3:forces:R:3:mulliken_charge:R:1 method="wB97M-V/def2-TZVPD" charge=0 e_above_lowest_ev=6.132 e_tot_ha=-1088.58348 spin_multiplicity=1 homo_lumo_gap_ev="8.92 / 7.55"
C -2.0441 1.2041 -0.3223 1.10 1.37 -1.00 0.569
C -4.2890 -1.5724 -0.9085 2.40 0.54 -0.77 -1.008
C 2.4556 -1.8329 0.5014 -1.67 0.07 -1.49 -1.131
C -1.3849 1.4835 1.0406 2.54 0.56 -2.50 -0.562
C 0.1699 1.4244 0.7698 0.73 1.68 -0.11 -0.445
C 0.6366 -0.0015 0.7079 1.25 -1.42 2.91 -0.983
C -3.8651 -0.0663 -1.2438 -0.26 -0.73 1.42 -0.459
C 2.1676 -0.2880 0.6875 0.44 -1.34 -2.68 0.121
O -1.6305 1.6409 -1.4076 -1.38 -1.24 2.15 -0.629
O 2.9698 1.9241 -0.7423 0.08 0.86 0.07 -0.445
O 5.7173 0.3590 0.3363 0.24 -0.10 -1.21 -0.237
O -3.0838 0.4054 -0.1205 0.59 -0.64 -0.05 -0.278
O 5.0939 -0.3792 -0.6445 -0.44 0.31 0.57 -0.315
S 2.8035 0.4896 -0.9637 0.46 -1.41 1.39 0.440
H -4.4258 -1.6136 0.1743 -0.02 -0.26 -0.22 0.298
H -5.1630 -1.8817 -1.4199 -1.16 0.09 -0.37 0.385
H -3.5126 -2.3911 -1.2704 -1.10 2.05 0.97 0.236
H 3.4444 -2.0163 0.0310 -0.55 0.23 0.46 0.358
H 2.4084 -2.4026 1.4797 -0.29 0.66 -1.26 0.335
H 1.6380 -2.1531 -0.2999 1.64 -0.08 1.90 0.273
H -1.5253 2.5144 1.3761 -0.84 -0.50 0.28 0.321
H -1.5946 0.6364 1.6442 -0.73 -0.03 1.24 0.332
H 0.7454 2.0577 1.5390 -0.86 -1.02 -1.06 0.338
H 0.4021 1.8556 -0.2755 -0.51 -0.22 1.82 0.304
H 0.3211 -0.6809 1.6104 -0.06 1.37 -1.42 0.207
H 0.1856 -0.4026 -0.1739 -0.13 -0.81 -0.67 0.384
H -4.5654 0.7524 -1.2480 -1.60 -0.63 -0.33 0.329
H -3.3248 0.1047 -2.1297 0.99 -0.42 -1.18 0.426
H 2.8552 -0.0138 1.4648 -0.25 1.15 0.56 0.491
H 6.3944 0.8438 -0.1921 -0.61 -0.09 0.57 0.344